1.
C4H7N3O2 | ωB97M-V with the def2-TZVPD basis set

XYZ file:
```
16
C4H7N3O2, DFT ωB97M-V with the def2-TZVPD basis set
H -2.02290 0.24317 1.20191
C 0.64223 -0.61792 -0.48495
H -1.52184 3.09425 -1.17717
O -1.33977 2.40516 -0.50368
H -0.75183 -0.60707 2.08933
C -0.52488 1.49945 -1.09065
N 1.42664 -0.69268 -1.57014
H 1.71628 0.17687 -2.00573
H -0.69332 1.16171 1.92010
O -0.08942 1.67706 -2.20483
H 1.29589 -3.04480 2.13699
C -0.18702 0.11042 0.16048
C -0.95005 0.23010 1.40889
N 0.74307 -2.10734 0.58816
N 1.06225 -2.09999 1.75578
H 1.19466 -1.42839 -2.22448
```

The calculation puts the max |F| at 6.52 eV Å⁻¹. Its LUMO energy (alpha / beta) is 0.0248 / 0.0248 Eh. The charge is 0. Its spin multiplicity is 1. Its energy relative to the best compared isomer or geometry (same formula, charge and spin) is 5.1446 eV. The calculation puts the HOMO-LUMO gap (alpha / beta) at 8.186 / 8.185 eV.



2.
C20H46BiOP4S | ωB97M-V with the def2-TZVPD basis set

XYZ file:
```
73
C20H46BiOP4S, DFT ωB97M-V with the def2-TZVPD basis set
H 3.53694 -0.52186 2.70587
H 4.02484 -3.33234 -0.11293
H 4.64613 -1.17191 1.45894
C 2.26772 0.80578 -3.32893
P -1.97811 -2.76393 0.73596
H 3.10878 1.16312 -2.72262
C 0.11724 2.32798 4.54184
H -3.42541 1.34553 0.35829
H -0.98580 -1.73773 0.64745
C -0.31633 3.71647 1.12161
H -1.93197 6.62111 0.43694
H -0.36250 6.57434 -1.50049
C -1.22709 5.79998 0.32463
C 3.31164 -3.76088 0.60497
H -4.13757 -1.94278 0.03475
C 2.67890 -1.79999 -2.32415
H -1.09915 -3.24150 2.92294
P -1.88706 1.07112 -1.50050
H -3.49024 -0.75923 -1.64554
H -0.37457 -1.96972 -3.32122
C -3.01440 2.00903 -0.41814
H 1.24183 4.66359 -1.74960
H -0.90250 -4.00436 -1.02099
C 1.80599 -3.21889 3.03005
H -0.90092 3.14651 -2.32382
C -2.96160 -0.12077 -2.36591
H -2.54293 -4.61069 -0.66779
C -1.57133 -3.82101 2.12043
H -0.88447 -4.61509 1.80243
P 2.64457 -2.46237 1.64273
H -2.37017 2.66968 -3.23318
H 1.59544 1.64865 -3.53369
H 0.87796 -1.62413 -4.54235
H 1.76589 2.93629 3.34695
C -1.21155 4.76626 1.26514
C -1.93366 -3.70474 -0.78995
Bi 0.34510 0.16046 0.04136
H -3.70208 0.43434 -2.96074
H -3.48717 -1.02288 1.42904
C 0.54929 4.72440 -0.91177
H 4.52062 -1.97897 3.05098
H -2.49373 -4.27528 2.50407
C 1.06218 3.19535 4.14877
C -0.34847 5.77572 -0.76186
S 1.74448 2.40074 -0.14459
H 2.65231 0.40989 -4.28141
C 3.96288 -1.43795 2.27493
H -4.15726 -2.66188 1.67237
H 2.26972 -2.74525 -1.94408
H -2.48348 2.83903 0.07648
H 2.54348 -3.53036 3.78276
P 1.37780 -0.51905 -2.42984
H 3.47719 -1.46273 -1.65084
O 1.67725 -1.62237 0.81180
C 0.58781 3.68884 0.04621
H -1.89240 4.77257 2.11550
H -2.37194 -0.75897 -3.03840
H -0.35072 -0.38929 -4.16213
C -3.58851 -2.02286 0.98189
H 1.18142 4.17671 4.61642
H -3.83916 2.42034 -1.02013
H 3.11561 -1.97734 -3.31819
H 2.49696 -4.24753 0.04995
C 0.27528 -1.18388 -3.73249
H -0.26433 2.91308 1.85657
H -0.80693 1.85116 -3.54767
H 1.23889 -4.10157 2.70535
C -1.44143 2.30155 -2.77276
H -2.33434 -3.11676 -1.62747
H -0.60205 2.58812 5.32732
H 0.02864 1.32714 4.10708
H 1.11693 -2.49453 3.48589
H 3.82562 -4.51149 1.21951
```

The calculation puts the max |F| at 2.23 eV Å⁻¹. Its LUMO energy is -0.3374 Eh. The charge is +3. Its spin multiplicity is 1. Its energy relative to the best compared isomer or geometry (same formula, charge and spin) is 0.0000 eV. The calculation puts the HOMO-LUMO gap at 6.682 eV.



3.
C7H18N2O | ωB97M-V with the def2-TZVPD basis set

XYZ file:
```
28
C7H18N2O, DFT ωB97M-V with the def2-TZVPD basis set
H -1.46424 -1.68043 1.97114
C 0.53627 -0.22888 0.68500
C 0.79733 1.02096 -0.22014
H -0.22621 2.41135 -1.54084
C -1.69680 1.94009 -0.08023
H -1.80805 -2.71156 0.61025
N -0.50450 -1.11403 0.14565
H 0.75840 0.91584 2.31966
C 1.94105 0.84135 -1.23541
H -1.36000 2.60356 0.72089
O 1.73013 -0.92990 0.91832
H -0.93976 -2.37717 -1.48894
H 1.11646 1.85225 0.42446
H -2.19885 1.07587 0.36309
N 0.11732 0.19648 1.99966
C -0.09726 -1.80560 -1.08226
H 2.11316 -0.19721 -1.52823
C -1.00967 -2.12640 1.08170
H 1.76552 1.40836 -2.15714
H -2.45029 2.47670 -0.66762
H 2.88053 1.20572 -0.80420
H -0.78957 0.64211 1.90660
H 0.73565 -2.49798 -0.91735
H 0.18223 -1.11448 -1.87838
H 1.55086 -1.34912 1.77268
C -0.54390 1.52686 -0.97570
H -0.90779 0.83924 -1.74549
H -0.22802 -2.82400 1.40282
```

The calculation puts the max |F| at 1.90 eV Å⁻¹. Its LUMO energy is 0.0371 Eh. The charge is 0. Its spin multiplicity is 1. Its energy relative to the best compared isomer or geometry (same formula, charge and spin) is 0.9474 eV. Its structure (SMILES) is CC[C@H](C)[C@](N)(O)N(C)C. The calculation puts the HOMO-LUMO gap at 9.725 eV.



4.
C16H16N6O4Pt | ωB97M-V with the def2-TZVPD basis set

XYZ file:
```
43
C16H16N6O4Pt, DFT ωB97M-V with the def2-TZVPD basis set
C -0.95098 -1.37156 -3.76767
C -1.19900 4.90601 2.86984
C -0.19525 5.45342 2.07794
H -1.79850 5.55783 3.49170
C -1.19671 1.00086 -3.36944
C 1.91316 -0.18337 -1.68363
H 2.67160 -0.91527 -1.93236
C -0.63062 2.73786 2.10811
H 0.61665 -5.80777 0.14437
C -1.45457 3.53536 2.87770
H -2.48913 -0.14690 -4.64764
C 0.65641 -0.21833 -2.33186
N -0.70785 -3.44878 1.91716
H -1.71935 1.92663 -3.55793
C 0.63895 4.64820 1.29684
C 0.39376 3.29453 1.33135
O 1.96789 2.27326 -0.17336
O 2.64304 -2.73209 -0.69069
C 1.05932 2.16443 0.60934
C -0.09329 0.98585 -2.55501
O 2.00231 -4.79238 -0.77387
C -1.63547 -0.17215 -3.99216
H -0.52702 -5.97047 1.44973
C -0.61149 1.27414 1.87285
H 1.41627 5.06887 0.67721
H 0.31235 1.90942 -2.16881
O -1.35243 0.42772 2.30817
N -0.54274 -2.07140 2.11667
H -2.24292 3.10633 3.47640
N 1.88523 -3.64720 -0.44303
N 0.41839 1.00350 0.97774
H -1.43606 -1.57193 2.14249
N 0.80520 -3.23423 0.26215
C 0.03664 -4.06628 0.98877
H -1.31317 -3.98969 2.52747
H -0.06014 6.52613 2.05205
H 0.76001 -2.31465 -2.89861
H -0.05268 -1.87507 2.99375
C 0.16906 -1.41138 -2.97679
H 2.31231 0.78510 -1.36974
N 0.00874 -5.37433 0.83737
H -1.29989 -2.27386 -4.25002
Pt 0.82200 -0.99634 0.17542
```

The calculation puts the max |F| at 3.73 eV Å⁻¹. Its LUMO energy (alpha / beta) is -0.3809 / -0.3785 Eh. The charge is +2. Its spin multiplicity is 1. Its energy relative to the best compared isomer or geometry (same formula, charge and spin) is 2.2707 eV. The calculation puts the HOMO-LUMO gap (alpha / beta) at 4.192 / 4.267 eV.



5.
C5H7NO | ωB97M-V with the def2-TZVPD basis set

XYZ file:
```
14
C5H7NO, DFT ωB97M-V with the def2-TZVPD basis set
C -0.97806 -1.44713 0.74720
H -0.31496 2.26998 -0.10251
H 1.06427 -1.40543 1.42534
H -1.51764 0.91748 -0.00129
N 0.41674 0.64710 0.95740
O -2.00893 -0.82673 0.87328
C 0.42512 -0.80169 0.78007
C 1.23498 0.13368 -0.14462
H 2.28513 0.47267 -0.12554
H -0.12131 -0.33894 -1.76212
C -0.48355 1.19729 -0.12670
H 0.73314 1.19846 -2.03178
C 0.31474 0.53631 -1.27289
H -1.04968 -2.55305 0.78416
```

The calculation puts the max |F| at 1.43 eV Å⁻¹. Its LUMO energy is 0.0243 Eh. The charge is 0. Its spin multiplicity is 1. Its energy relative to the best compared isomer or geometry (same formula, charge and spin) is 3.6052 eV. The calculation puts the HOMO-LUMO gap at 9.873 eV.



6.
C29H33BGeN9O2RhS | ωB97M-V with the def2-TZVPD basis set

XYZ file:
```
77
C29H33BGeN9O2RhS, DFT ωB97M-V with the def2-TZVPD basis set
H -1.86115 2.18629 -1.26423
N -1.86050 -0.81640 -4.19737
H -0.21138 -2.04438 4.82272
C -2.60258 1.93283 2.38759
H -4.96291 -0.74298 -0.34090
H -4.17405 2.68474 4.45423
H 1.69276 0.76022 -3.47209
H -3.49661 1.74944 -1.42826
C -0.13399 -1.39143 3.96968
C 1.15093 -1.80637 -5.61693
N -1.05210 -1.44373 3.00563
H 1.16716 -2.03125 -6.67553
Ge 1.16212 -0.81732 -0.97081
H -2.95107 3.78847 5.12295
H -2.66864 2.03170 5.10816
C 0.81946 -0.43140 3.64422
O -3.22154 0.92444 2.69889
C -2.09708 -0.37433 -2.96954
H -2.18767 1.58495 -3.54486
C 1.44117 -0.23964 -3.81136
H 7.73686 -0.94699 -0.76281
C 0.87095 -2.52491 -3.33529
H 0.68377 -3.82198 -5.03685
C 4.60613 2.33994 -0.05811
C 3.97379 0.05312 -0.66509
C 1.11557 -2.46323 0.09790
H 1.25437 2.08110 -0.31884
C -4.68740 -2.33127 2.48051
C 2.60408 0.45249 -0.61368
Rh -1.91647 -0.01171 0.37036
H 3.01138 3.73167 0.17080
N -2.53621 1.42785 -1.50264
H 0.65267 -3.31668 -2.62703
C 1.43630 -0.52044 -5.17265
C -4.72860 -1.24639 0.58173
H 1.67837 0.25758 -5.88610
H -1.50225 -1.75491 -4.30270
H -0.61867 5.09004 1.40293
N -3.45085 -1.34206 0.99130
C 6.69460 -0.65861 -0.73625
H 1.68500 -0.14404 4.21393
H -4.88535 -2.88580 3.38195
H 1.29349 -2.22956 1.14573
C -3.10819 2.86773 4.56785
C 3.29472 2.71009 -0.04777
O -0.80086 3.16240 -0.39339
S -2.24747 -1.47305 -1.66879
C -1.17499 4.21177 1.68765
B -2.17926 -2.52566 2.92454
H 5.38566 3.05916 0.16282
C 5.69887 -1.60594 -1.05040
C -5.55489 -1.86419 1.49653
C 6.34076 0.61821 -0.40769
H 0.14767 -2.95624 0.00553
C 0.39999 0.06607 2.42434
H 0.83772 0.83138 1.80017
N -0.72849 -0.56095 2.04743
H 3.63181 -1.99986 -1.27521
C 4.37821 -1.25821 -1.01411
C -1.29626 3.12804 0.74478
H -1.64717 -0.17786 -4.94837
C 0.87634 -2.81234 -4.69572
H -1.74660 -3.50527 2.36454
H 5.98453 -2.61268 -1.32563
H -6.62409 -1.97029 1.46204
N -2.27557 0.93026 -2.77985
N -1.99450 2.02101 1.16663
C -1.76559 4.10160 2.89070
H 7.09781 1.35710 -0.17420
C 2.28910 1.75618 -0.32391
C 1.15211 -1.23537 -2.87713
N -3.43780 -2.00630 2.16112
H -1.71034 4.88455 3.63468
H 1.89035 -3.15596 -0.23696
H -2.53642 -2.73304 4.05216
N -2.48194 3.00018 3.25498
C 4.98091 1.00838 -0.37063
```

The calculation puts the max |F| at 0.57 eV Å⁻¹. Its LUMO energy (alpha / beta) is -0.0794 / -0.2016 Eh. The charge is +1. Its spin multiplicity is 6. Its energy relative to the best compared isomer or geometry (same formula, charge and spin) is 0.0000 eV. The calculation puts the HOMO-LUMO gap (alpha / beta) at 7.424 / 4.777 eV.



7.
C4H8O3 | ωB97M-V with the def2-TZVPD basis set

XYZ file:
```
15
C4H8O3, DFT ωB97M-V with the def2-TZVPD basis set
H 0.39206 -0.65284 2.02704
C 0.27835 -0.64899 0.92045
H -1.79041 -0.22095 1.17287
C -0.78243 1.25376 -0.13647
O 0.55647 -2.00210 0.58618
O 1.24205 0.24948 0.45087
H 1.31542 1.89537 -0.55331
H 1.50860 -2.00102 -1.04749
H 0.74142 0.61650 -1.61040
H -1.47886 1.48079 -0.96236
H -0.86913 2.03726 0.61840
C -1.05293 -0.19682 0.39221
H -1.29093 -0.81018 -0.47967
C 0.66230 1.07269 -0.57479
O 0.56802 -2.07296 -0.80353
```

The calculation puts the max |F| at 1.63 eV Å⁻¹. Its LUMO energy is 0.0329 Eh. The charge is 0. Its spin multiplicity is 1. Its energy relative to the best compared isomer or geometry (same formula, charge and spin) is 3.9383 eV. Its structure (SMILES) is OO[C@@H]1CCCO1. The calculation puts the HOMO-LUMO gap at 10.957 eV.



8.
C4H7NO2 | ωB97M-V with the def2-TZVPD basis set

XYZ file:
```
14
C4H7NO2, DFT ωB97M-V with the def2-TZVPD basis set
O 1.27165 -1.94747 0.01960
H -1.91059 1.01728 -0.32317
C -0.25240 -0.32252 -0.25035
H -0.97227 2.08012 1.98895
C -0.52534 1.34113 1.31224
H 1.87968 -0.87034 -1.32150
C 0.36486 0.24068 -1.35549
O 1.52284 -0.16274 -1.89209
N 0.15636 -1.28553 0.55866
C -1.31450 0.47277 0.43264
H 0.54841 1.31801 1.20566
H -0.11718 1.03599 -1.91633
H -2.02139 -0.19227 0.95787
H 1.36986 -2.72510 0.58331
```

The calculation puts the max |F| at 1.52 eV Å⁻¹. Its LUMO energy (alpha / beta) is -0.0040 / 0.0191 Eh. The charge is 0. Its spin multiplicity is 1. Its energy relative to the best compared isomer or geometry (same formula, charge and spin) is 5.4617 eV. The calculation puts the HOMO-LUMO gap (alpha / beta) at 8.068 / 8.195 eV.